An isolated ion of composition C7H7N4 and charge +1. Source: the OMol25 dataset; level of theory: the ωB97M-V functional and the def2-TZVPD basis.

ORCA input file:
```
! wB97M-V def2-TZVPD RIJCOSX def2/J DEFGRID3
* xyz 1 1
H 1.356 -1.068 -0.952
H 1.751 -0.665 1.452
N 0.239 0.565 0.108
N -3.106 -1.359 -0.094
H 0.816 2.545 -0.142
C -2.020 1.025 0.026
C -0.060 1.934 -0.072
H 2.137 1.006 0.991
N -1.294 2.207 0.014
C -1.770 -1.290 -0.021
C 1.538 0.201 0.678
C -3.826 -0.273 -0.047
H 1.935 0.543 -1.427
H -4.976 -0.330 0.160
C 1.283 -0.009 -0.701
C -1.188 -0.103 0.067
N -3.345 0.941 0.029
H -1.351 -2.273 -0.158
*
```

Calculated values
LUMO energy	-0.1788	Eh
DFT total energy	-489.57822	a.u.
SMILES string	C1=Nc2ncncc2[N+]12CC2
highest occupied orbital energy	-14.05	eV
gap between HOMO and LUMO	9.1800	eV